[1]
Density functional theory data (wB97M-V/def2-TZVPD) for a structure of composition C31H72BBrClN5O6PS3.

Positions of all 121 atoms, in Å:
Br 2.172 1.276 -2.548
Cl 8.925 -0.058 -3.776
S -0.160 3.776 -6.044
S 7.333 0.413 -2.545
S 2.223 1.276 0.992
P 1.230 2.590 -0.034
O -0.225 2.019 -0.352
O 6.130 -0.034 -3.112
O 1.102 3.951 0.797
O 3.169 4.978 -2.433
O 1.246 3.781 -2.457
O 7.674 -0.103 -1.279
N 1.418 5.323 -4.364
N -4.784 0.004 -7.137
N -4.835 -1.449 4.490
N 3.345 0.929 5.678
N 0.030 -3.061 0.171
C -1.648 -3.848 1.824
C 2.860 0.059 6.731
C 5.858 3.803 -1.243
C 7.342 2.204 -2.537
C 2.015 3.063 -1.611
C -3.755 0.887 -6.605
C 3.365 3.961 -1.499
C 3.921 0.260 4.524
C -3.937 0.046 2.612
C 3.852 -0.920 7.377
C -2.358 0.304 -6.375
C 0.407 -4.399 -0.236
C -5.288 -0.998 -6.216
C -1.319 -2.911 0.672
C -4.428 -2.245 -5.960
C -4.961 -1.031 6.933
C 0.697 4.705 -5.078
C 4.575 3.097 -1.703
C -4.306 -0.688 5.603
C -6.273 -1.378 4.305
C 0.427 -1.985 -0.727
C -4.035 -1.330 3.281
C -0.428 -5.085 -1.328
C 7.000 2.794 -1.171
C 4.109 2.083 6.112
C 5.529 1.854 6.649
C 2.990 -0.758 3.887
C -6.907 0.004 4.094
C -4.502 -0.462 -8.479
C -0.316 -1.852 -2.062
C -5.690 -1.141 -9.144
B 2.259 4.367 -3.396
H -1.647 1.114 -6.204
H 4.491 2.211 -1.092
H -3.639 -1.145 -8.514
H 6.056 2.809 6.707
H 1.498 -2.069 -0.925
H -2.000 -0.267 -7.232
H 6.687 2.528 -3.329
H -6.511 0.751 4.782
H -0.006 -2.614 -2.778
H 0.317 -1.044 -0.181
H 2.040 -0.299 3.616
H 1.455 -4.383 -0.547
H 4.477 -1.422 6.637
H -2.639 -3.614 2.211
H 2.411 0.678 7.513
H -0.084 -0.884 -2.509
H -4.850 0.305 2.078
H 6.654 1.990 -0.535
H -2.077 -3.044 -0.118
H -3.715 0.839 3.327
H 0.395 -5.041 0.650
H 2.795 -1.608 4.544
H -0.931 -3.734 2.639
H -3.661 1.735 -7.291
H -4.013 -2.658 -6.881
H -1.500 -4.954 -1.172
H -1.428 -1.885 1.035
H 2.837 3.589 -4.121
H -3.021 -1.659 3.526
H -5.444 -1.381 -10.180
H -4.231 0.406 -9.086
H 4.175 2.769 5.262
H 4.660 2.830 -2.740
H -3.131 0.038 1.876
H 6.108 4.631 -1.893
H -3.607 -2.042 -5.275
H -3.240 -0.913 5.688
H 3.444 -1.150 2.976
H 7.868 3.203 -0.677
H -6.563 -0.487 -9.146
H -5.503 -0.512 -5.262
H 6.113 1.200 6.001
H 5.658 4.134 -0.233
H 3.302 4.478 -0.545
H -5.041 -3.025 -5.502
H -6.546 -2.027 3.470
H -4.382 0.399 5.442
H 3.304 -1.695 7.918
H 8.345 2.510 -2.806
H 2.026 -0.523 6.330
H -6.266 -1.330 -6.579
H 0.456 3.801 1.497
H -4.117 1.320 -5.669
H 4.146 1.019 3.770
H -4.455 -0.498 7.740
H -0.327 1.886 -1.307
H 5.522 1.433 7.654
H -1.401 -1.905 -1.946
H -6.768 0.367 3.077
H -4.399 -2.054 2.547
H -5.958 -2.077 -8.650
H 4.503 -0.428 8.099
H -6.749 -1.839 5.175
H -1.660 -4.895 1.517
H 3.528 2.621 6.868
H -4.890 -2.100 7.138
H -2.327 -0.335 -5.493
H -6.012 -0.740 6.962
H -7.984 -0.057 4.267
H -0.229 -6.160 -1.322
H 4.877 -0.234 4.764
H -0.179 -4.721 -2.323

Properties
**Highest occupied orbital energy**: -5.80 eV
**Total energy**: -178091.2005 eV
**Gap between HOMO and LUMO**: 7.876 eV
**Total charge**: -1

---

[2]
Density functional theory data (wB97M-V/def2-TZVPD) for a cluster of 6 separate species, C31H72IO12P in total.

Positions of all 117 atoms, in Å:
I -0.643 -2.809 1.730
P 2.635 -1.080 -1.006
O 1.562 7.307 0.263
O -1.642 2.872 2.439
O -6.479 -5.099 -1.784
O 3.294 -1.213 -2.311
O 3.621 -0.852 0.222
O 1.449 -7.078 3.473
O 4.322 3.802 2.722
O 1.886 -2.410 -0.553
O 5.941 5.292 2.917
O -0.920 -2.116 -2.156
O -4.977 3.406 -2.613
O 1.546 0.080 -0.969
C 1.181 -8.720 5.241
C 0.223 1.694 -2.381
C 2.258 8.505 -0.085
C -0.403 -6.772 5.007
C -1.704 1.671 0.295
C -0.959 -2.516 -3.524
C -4.859 -6.834 -2.280
C 3.096 3.560 2.021
C -5.832 1.895 -4.309
C 4.431 0.348 0.253
C -0.737 -4.016 -3.648
C 1.956 -3.381 3.120
C 4.142 1.261 1.433
C -5.896 1.288 -1.865
C -1.160 2.049 3.474
C -5.145 2.031 -2.959
C -5.230 -5.663 -1.383
C 1.468 -2.566 1.931
C -0.134 2.850 -1.421
C 0.054 -1.731 -4.343
C -2.472 2.179 1.512
C 5.225 4.651 2.190
C 1.024 -7.266 4.824
C 5.312 4.714 0.693
C 3.649 8.183 -0.610
C -1.508 2.749 -0.766
C 1.530 0.944 -2.149
C 2.116 -3.106 0.683
C 2.305 9.456 1.100
C -4.142 -4.603 -1.364
C 3.094 2.326 1.115
H 0.006 -1.998 -5.400
H 0.543 -9.359 4.624
H -4.129 1.636 -3.029
H -1.968 -2.269 -3.862
H 1.699 -6.646 5.416
H 0.902 -8.865 6.285
H 1.378 -3.145 4.011
H 2.042 6.893 0.989
H -0.474 -5.727 4.702
H 1.297 9.676 1.452
H -0.047 -2.327 -1.802
H 6.279 5.138 0.448
H -0.759 1.246 0.636
H 3.755 0.614 2.223
H 4.521 5.355 0.306
H -6.374 -4.766 -2.680
H 2.825 4.438 1.433
H -3.929 -7.303 -1.958
H -5.990 0.226 -2.097
H -1.475 -4.562 -3.059
H -0.130 -0.660 -4.249
H -5.849 3.806 -2.540
H -4.421 -3.776 -0.712
H 0.298 2.082 -3.397
H -2.242 2.580 -1.556
H -6.902 1.702 -1.750
H 1.740 0.307 -3.000
H 0.876 -7.608 2.909
H 3.188 -3.228 0.836
H -3.992 -4.195 -2.368
H 1.692 -1.518 2.110
H 1.068 -1.930 -3.983
H 2.795 10.394 0.837
H 4.239 7.691 0.169
H 0.645 2.955 -0.669
H 3.227 2.649 0.082
H -0.782 2.694 4.264
H -1.729 3.724 -0.329
H -0.726 -6.856 6.045
H -1.958 1.430 3.893
H 1.667 8.951 -0.885
H -5.380 1.392 -0.910
H -3.240 2.887 1.200
H -5.924 0.848 -4.603
H -0.580 0.952 -2.382
H 1.864 -4.452 2.941
H 2.858 9.002 1.927
H 1.702 -4.101 0.523
H -2.942 1.341 2.029
H -3.191 -5.010 -1.017
H -0.806 -4.344 -4.686
H -2.268 0.840 -0.128
H 5.456 -0.011 0.302
H 2.110 1.869 1.169
H -0.128 3.782 -1.988
H 5.067 1.707 1.785
H 2.342 1.660 -2.014
H -5.648 -7.586 -2.275
H -4.729 -6.492 -3.311
H 0.255 -4.279 -3.271
H 2.212 -9.047 5.107
H 4.326 0.877 -0.696
H -6.836 2.326 -4.265
H -0.348 1.394 3.138
H -5.272 2.426 -5.078
H 3.586 7.507 -1.463
H 4.180 9.084 -0.917
H 5.204 3.738 0.230
H -1.091 -7.349 4.385
H -5.400 -6.026 -0.368
H 3.000 -3.139 3.325
H 2.337 3.475 2.788

Properties
**Highest occupied orbital energy**: -9.45 eV
**Total energy**: -75276.5939 eV
**Gap between HOMO and LUMO**: 9.855 eV
**Total charge**: 0
**SMILES string**: COCCCCCCO[P@@](=O)(OCCCCOC(C)=O)OC[C@H](C)I.CC(C)O.CC(C)O.CC(C)O.CC(C)O.CC(C)O

---

[3]
Density functional theory data (wB97M-V/def2-TZVPD) for a cluster of 7 separate species, C31H73N10O12P3 in total.

Positions of all 129 atoms, in Å:
P 5.325 -5.012 -1.251
P -2.323 -1.438 4.751
P -1.615 5.648 0.136
O 1.883 2.317 -1.275
O -1.498 -3.118 -3.030
O 0.249 0.848 -1.609
O 4.416 5.590 -1.017
O 6.263 -5.780 -2.088
O -2.389 6.384 1.161
O 3.107 5.821 -2.802
O 0.225 -3.866 -1.843
O 3.026 7.355 -1.168
O 2.144 0.093 -0.823
O -0.235 -4.677 -3.903
O -1.671 -2.643 5.288
N 5.889 -3.490 -0.754
N 3.868 -4.663 -2.050
N -2.606 4.566 -0.715
N -1.404 -0.685 3.529
N -0.943 6.649 -1.014
N -5.872 -0.108 -4.114
N -0.338 4.743 0.718
N -2.636 -0.231 5.884
N 4.792 -5.787 0.150
N -3.806 -1.687 4.010
C 2.928 -5.739 -2.303
C 1.288 -1.051 -0.917
C -0.373 6.089 -2.233
C -2.127 3.293 -1.221
C -0.193 -1.353 3.054
C -3.975 -1.757 2.553
C 3.822 -3.590 -3.059
C -1.243 -4.508 -4.876
C 0.926 5.492 0.935
C 3.472 6.347 -1.617
C -6.034 -0.281 -2.993
C -4.925 -2.202 4.810
C -0.398 -3.861 -2.868
C 7.313 -3.186 -0.869
C -4.078 -1.624 -0.936
C -1.406 8.025 -1.088
C 5.749 -6.652 0.830
C 3.850 4.644 -3.072
C -1.713 0.555 2.840
C -0.652 3.733 1.716
C -4.980 -0.384 -0.765
C 3.849 -5.126 1.059
C -4.044 4.712 -0.715
C -2.245 -3.532 -4.172
C 4.569 4.361 -1.747
C 0.240 -0.542 -1.913
C -6.266 -0.509 -1.565
C -3.513 0.917 5.668
C 5.023 -2.427 -0.277
C 1.489 1.193 -1.212
C -1.703 -0.048 6.998
H 7.595 -3.049 -1.917
H 6.605 -6.090 1.224
H -2.268 0.315 7.856
H -1.059 3.116 -1.083
H -0.950 8.567 -1.916
H 5.297 -7.171 1.675
H -1.340 -1.025 7.323
H -3.803 1.054 4.629
H -5.143 -1.589 5.688
H 3.195 3.807 -3.299
H 5.628 4.120 -1.787
H 1.219 6.003 0.024
H -4.415 0.518 -0.993
H 0.750 6.227 1.723
H 3.264 -6.455 -3.062
H 5.469 -1.460 -0.530
H -4.419 0.755 6.264
H 4.936 -2.440 0.813
H -5.188 -0.332 0.306
H -4.369 5.748 -0.814
H 4.026 -2.375 -0.711
H -4.007 -0.722 2.194
H 0.544 -0.700 -2.948
H 4.523 -3.788 -3.871
H -4.467 4.330 0.222
H -0.853 0.829 2.225
H 1.712 4.792 1.208
H -1.113 6.002 -3.037
H 4.155 -2.680 -2.556
H 3.321 -5.888 1.630
H -1.787 1.364 3.572
H -2.484 8.042 -1.294
H 2.790 -3.416 -3.353
H -3.172 -4.012 -3.867
H -3.136 -1.489 -0.406
H 6.105 -7.377 0.099
H -5.825 -2.169 4.202
H -1.702 -5.469 -5.089
H -1.368 4.086 2.466
H -1.146 2.876 1.246
H 4.448 -4.588 1.811
H -2.263 3.266 -2.305
H -3.054 1.827 6.055
H -4.464 4.171 -1.565
H -6.769 -1.471 -1.460
H -3.056 -2.149 2.118
H -4.707 -3.207 5.177
H 0.256 3.380 2.200
H 0.034 5.085 -2.113
H 2.806 -6.320 -1.383
H 0.633 -0.642 2.979
H -3.846 -1.763 -1.995
H -0.763 -0.917 -1.731
H -0.905 -4.029 -5.793
H -4.525 -2.558 -0.594
H 0.140 -2.101 3.773
H -4.915 -2.208 2.256
H 4.575 4.819 -3.867
H -0.351 -1.851 2.092
H 7.913 -4.037 -0.536
H -2.591 2.435 -0.720
H 1.800 -1.903 -1.365
H -1.248 8.584 -0.168
H 3.275 -4.387 0.511
H 4.031 3.571 -1.221
H -0.845 0.561 6.710
H 7.511 -2.333 -0.226
H -2.430 -2.670 -4.807
H 0.442 6.758 -2.510
H -2.583 0.579 2.179
H -6.983 0.263 -1.271
H 1.919 -5.402 -2.522
H 0.899 -1.437 0.025

Properties
**Highest occupied orbital energy**: -8.13 eV
**Total energy**: -100672.1002 eV
**Gap between HOMO and LUMO**: 8.134 eV
**Total charge**: 0
**SMILES string**: CN(C)P(=O)(N(C)C)N(C)C.CN(C)P(=O)(N(C)C)N(C)C.CN(C)P(=O)(N(C)C)N(C)C.O=C1OCCO1.O=C1OCCO1.O=C1OCCO1.CCCC#N

---

[4]
Density functional theory data (wB97M-V/def2-TZVPD) for a cluster of 8 separate species, C31H74Br3ClNO16P in total.

Positions of all 127 atoms, in Å:
Br 2.029 -2.166 4.342
Br 4.384 -0.399 -1.639
Br 4.184 2.173 0.420
Cl -2.468 2.814 4.674
P 0.666 -0.365 4.381
O -2.492 0.490 -2.453
O -3.347 -1.929 -3.525
O -0.064 4.672 4.396
O 4.261 1.020 7.483
O -3.878 -9.462 -9.147
O -4.195 0.203 4.577
O 2.446 -6.078 5.106
O -0.701 1.478 3.313
O -1.423 4.477 -2.343
O -0.755 1.133 0.561
O -2.710 7.248 -1.877
O -3.242 -5.367 -6.787
O 2.684 0.960 2.989
O -2.717 -1.066 -7.783
O 1.524 0.484 5.496
O 7.444 -1.763 -3.214
N 1.291 -0.492 1.737
C -4.793 -10.128 -8.289
C -4.114 -3.045 -3.952
C -1.957 2.051 3.105
C -2.974 1.005 2.627
C 1.369 0.501 2.774
C 0.294 5.476 6.606
C -2.703 8.425 -2.680
C 4.164 -0.636 0.226
C -2.747 -6.679 -7.028
C 4.060 0.393 1.045
C -2.773 0.171 -8.478
C -3.790 0.368 -2.994
C 0.464 1.809 2.555
C 4.077 -2.081 0.620
C 0.195 2.037 1.065
C -2.461 0.888 -1.105
C 4.201 -0.305 6.949
C 4.798 -0.343 5.541
C -3.358 -4.309 -3.630
C 1.164 -6.265 4.524
C -3.790 -0.706 -4.057
C 3.836 0.255 2.541
C 0.460 4.401 3.112
C 4.810 0.996 4.805
C 1.201 3.060 3.070
C -1.056 1.376 -0.810
C 0.649 5.648 5.139
C 8.579 -1.112 -2.668
C -0.454 4.695 -3.356
C -4.307 0.898 3.348
C 5.030 0.822 3.306
H -3.171 -0.412 -4.913
H -4.753 1.886 3.486
H 6.662 -1.433 -2.758
H 4.719 -2.678 -0.025
H -1.892 2.894 2.420
H 3.739 -0.809 2.754
H -3.182 -7.126 -7.925
H 0.336 -0.815 1.628
H -5.099 -3.032 -3.463
H 1.162 1.380 5.595
H -2.483 -4.384 -4.271
H -4.277 -10.290 -7.345
H -2.484 0.032 2.658
H -0.916 4.839 -4.336
H -4.311 -9.306 -9.991
H -2.545 9.320 -2.076
H 5.325 1.770 2.856
H -1.658 -6.689 -7.117
H -2.685 0.038 -0.446
H -3.005 1.005 -7.810
H -1.862 7.192 -1.423
H 4.253 -1.087 4.957
H -4.286 -2.981 -5.033
H -1.992 5.255 -2.296
H -4.107 0.849 5.288
H 5.851 0.111 3.160
H -0.367 0.811 -1.450
H -0.126 3.069 0.873
H 9.449 -1.498 -3.195
H 1.160 1.928 0.552
H 2.076 3.167 2.433
H -0.954 2.442 -1.033
H -3.027 -4.295 -2.591
H 1.101 -7.295 4.178
H 1.173 5.184 2.835
H 0.173 3.806 -3.396
H -4.819 -0.791 -4.429
H 5.832 -0.698 5.596
H -3.004 -4.809 -7.534
H -4.511 0.102 -2.213
H -0.360 4.469 2.390
H 3.166 -0.654 6.921
H -0.715 5.076 6.690
H 1.726 5.523 4.978
H -3.199 1.679 -0.915
H 8.700 -1.323 -1.601
H 4.762 -0.981 7.602
H -3.570 0.083 -9.212
H 0.183 5.558 -3.137
H 8.540 -0.029 -2.811
H -3.682 8.489 -3.149
H -2.016 -1.013 -7.125
H -3.176 1.221 1.577
H -4.990 0.323 2.720
H 1.555 2.883 4.086
H 5.642 1.591 5.186
H -3.029 -7.284 -6.169
H 1.602 -0.126 0.844
H 3.055 -2.447 0.507
H 2.485 -5.166 5.412
H 0.975 4.783 7.100
H 0.352 6.427 7.136
H 4.395 -2.241 1.648
H -3.995 -5.179 -3.786
H 3.907 1.571 5.002
H -1.839 0.388 -9.003
H -1.942 8.380 -3.462
H 3.561 1.109 8.140
H -5.686 -9.528 -8.097
H -4.092 1.323 -3.444
H 0.364 -6.094 5.249
H -5.097 -11.099 -8.689
H 1.011 -5.602 3.667
H 0.375 6.652 4.791

Properties
**Highest occupied orbital energy**: -8.34 eV
**Total energy**: -299530.6401 eV
**Gap between HOMO and LUMO**: 8.423 eV
**Total charge**: 0
**SMILES string**: CCOCCOCCOC[C@@](CCOCC)(O[C@H](Cl)CCO)[C@@](N)(O[C@H](CCCCO)/C(Br)=C(\C)Br)P(O)Br.CO.CO.CO.CO.CO.CO.CO